Record 1
A molecular structure, C63H59Cl3FeO2P2SSb at a distorted geometry, computed with wB97M-V/def2-TZVPD.

```
132
Properties=species:S:1:pos:R:3:forces:R:3
Fe -1.29355 0.42307 -0.46228 -0.3 0.8 0.6
O -0.83889 -0.59857 1.51735 -0.7 0.2 -0.6
S 0.55680 -0.04536 1.74473 0.7 -0.6 0.7
C 0.70395 0.41159 3.47413 0.0 0.0 -0.3
C 1.68313 -0.10550 4.29081 0.0 -0.1 -0.1
C 1.82298 0.26306 5.64201 0.0 0.1 0.2
C 0.94550 1.17047 6.16096 0.0 0.0 -0.1
C 0.81088 1.74744 7.54473 0.0 0.0 0.1
C -0.34471 2.77495 7.43784 0.0 0.0 0.0
C -0.79035 2.70486 6.00095 0.0 0.0 -0.1
C -1.75072 3.39442 5.31544 0.0 0.0 0.2
C -1.88426 3.15279 3.93951 0.0 -0.1 -0.1
C -1.11598 2.24557 3.23134 0.1 -0.2 -0.2
P -1.32285 2.30819 1.39450 -0.5 0.5 0.3
C -3.15559 2.26300 1.33963 0.0 0.0 0.1
C -3.73872 1.00896 1.53242 0.0 0.1 0.0
C -5.11796 0.88056 1.57334 0.0 -0.1 0.0
C -5.92335 1.99843 1.40747 0.0 0.0 0.0
C -5.34539 3.23957 1.18645 0.0 0.0 0.0
C -3.96503 3.37501 1.15324 0.1 0.0 -0.1
C -0.84489 4.04149 1.05745 0.1 -0.1 -0.2
C -1.08883 4.53510 -0.22533 0.0 -0.1 0.0
C -0.67047 5.80526 -0.58546 0.0 0.0 0.0
C 0.01542 6.59517 0.32605 0.0 0.0 0.0
C 0.27264 6.10776 1.59794 0.1 0.1 0.0
C -0.14546 4.83710 1.96259 -0.1 -0.1 0.1
C -0.15885 1.45810 3.93862 -0.1 0.1 0.2
C -0.01785 1.75342 5.31151 0.0 0.0 -0.1
C 1.63092 -1.45370 1.56204 0.0 0.5 -0.2
C 1.65467 -2.51489 2.43733 -0.1 0.0 0.0
C 2.64541 -3.51309 2.37046 0.1 -0.1 0.1
C 3.63407 -3.38756 1.42883 0.0 0.1 0.0
C 4.85421 -4.22184 1.13471 0.0 0.0 0.0
C 5.56016 -3.50212 -0.04637 0.0 0.0 0.0
C 4.64857 -2.35562 -0.40027 0.0 0.1 0.0
C 4.71209 -1.38715 -1.36348 0.2 -0.1 0.0
C 3.64636 -0.47159 -1.47134 -0.1 0.1 0.1
C 2.54420 -0.47184 -0.63705 -0.3 -0.2 0.0
P 1.11970 0.61951 -1.07377 1.0 0.3 -0.7
C 0.94003 0.48780 -2.89468 -0.2 0.0 0.1
C 1.48836 -0.47789 -3.72952 0.1 0.1 0.1
C 1.21281 -0.45934 -5.09113 0.1 0.2 -0.1
C 0.35637 0.49210 -5.62185 0.0 0.0 0.0
C -0.23620 1.43132 -4.78741 0.0 0.1 0.0
C 0.05818 1.43128 -3.43554 0.1 0.0 0.0
C 2.03525 2.22090 -0.90208 -0.1 0.1 0.0
C 2.46294 2.63779 0.36089 -0.1 0.0 -0.1
C 3.27821 3.74729 0.50233 0.0 0.0 0.1
C 3.67954 4.46920 -0.61014 0.0 0.1 0.0
C 3.25793 4.07116 -1.86659 0.0 0.0 0.0
C 2.44752 2.95466 -2.01351 -0.1 -0.1 0.0
C 2.54070 -1.37412 0.46866 0.1 -0.1 0.0
C 3.56789 -2.33254 0.49892 0.0 0.1 0.1
H 2.38217 -0.82587 3.89594 0.0 0.0 0.0
H 2.60612 -0.18721 6.23785 0.0 0.0 0.0
H 1.74416 2.21566 7.85993 0.0 0.0 0.0
H 0.58627 0.96382 8.26952 0.0 0.0 0.0
H -0.01017 3.78298 7.68652 0.0 0.0 0.0
H -1.16462 2.53336 8.11501 0.0 0.0 0.0
H -2.38036 4.13097 5.79797 0.0 0.0 0.0
H -2.61493 3.73797 3.39631 0.0 0.0 0.0
H -3.10896 0.13586 1.67930 0.0 0.0 0.1
H -5.56671 -0.09026 1.74114 0.0 0.0 0.0
H -7.00016 1.90262 1.45329 0.0 0.0 0.0
H -5.97278 4.10915 1.03761 0.0 0.0 0.0
H -3.51797 4.34321 0.96238 0.0 0.0 0.0
H -1.62704 3.91638 -0.92924 0.1 0.0 0.0
H -0.88016 6.17703 -1.58076 0.0 0.0 0.0
H 0.35290 7.58482 0.04609 0.0 0.0 0.0
H 0.81029 6.72048 2.31086 0.0 0.0 0.0
H 0.06458 4.47964 2.96207 0.0 0.0 0.0
H 0.90384 -2.56921 3.21688 0.0 0.0 0.0
H 2.63187 -4.32847 3.08231 0.0 0.0 0.0
H 4.55999 -5.23805 0.86603 0.0 0.0 0.0
H 5.49944 -4.29578 2.01070 0.0 0.0 0.0
H 5.71348 -4.16899 -0.89521 0.0 0.0 0.0
H 6.54014 -3.12448 0.24956 0.0 0.0 0.0
H 5.53508 -1.33106 -2.06472 0.0 0.0 0.0
H 3.68857 0.26374 -2.26571 0.0 0.0 0.0
H 2.12429 -1.25570 -3.32978 0.0 0.0 0.0
H 1.67293 -1.19663 -5.73662 -0.1 0.0 0.0
H 0.14195 0.49922 -6.68260 0.0 0.0 0.0
H -0.92926 2.15907 -5.19154 0.0 0.0 0.0
H -0.38641 2.17697 -2.78210 0.0 0.0 -0.1
H 2.18096 2.08770 1.24587 0.0 -0.1 0.1
H 3.60506 4.04900 1.48953 0.0 0.0 0.0
H 4.32095 5.33368 -0.49795 0.0 0.0 0.0
H 3.56940 4.62213 -2.74477 0.0 0.0 0.0
H 2.14983 2.65667 -3.00747 0.0 0.0 0.0
Cl -4.70748 1.44667 -6.74707 -0.1 0.0 -0.1
C -4.10513 1.58249 -5.13259 0.1 0.0 0.2
C -3.53349 0.47602 -4.52830 0.0 -0.1 0.0
C -3.03476 0.63032 -3.25401 -0.2 0.6 0.2
Cl -2.29838 -0.67549 -2.38509 -0.3 -0.6 -0.5
C -3.02635 1.83370 -2.52795 -0.1 -0.2 -0.3
O -2.45336 1.91039 -1.36359 0.6 -0.4 0.4
C -3.66809 2.90889 -3.17882 0.2 -0.2 0.1
Cl -3.78343 4.42055 -2.35177 -0.1 0.1 0.0
C -4.18795 2.79025 -4.45450 0.0 0.0 0.0
H -3.47304 -0.46959 -5.04986 0.0 0.0 0.0
H -4.65487 3.64879 -4.91664 0.0 0.0 0.0
C -0.57671 -2.95966 -4.32725 -0.2 -0.1 0.1
C -1.24838 -3.73488 -3.19631 0.4 0.0 0.4
C -1.06990 -5.23162 -3.42853 -0.1 0.0 0.0
Sb -0.53571 -3.00025 -1.21750 0.0 -0.7 0.1
C -2.12508 -3.84978 0.07461 0.5 0.0 -0.3
C -2.65881 -5.20391 -0.37283 -0.1 0.1 0.1
C -1.61307 -3.89277 1.51091 0.0 0.0 0.0
C 1.18835 -4.33213 -0.79348 -0.5 0.3 -0.2
C 2.23004 -4.07886 -1.87956 -0.1 0.0 0.0
C 0.89615 -5.81560 -0.61772 0.0 0.1 0.0
H -1.01363 -3.25424 -5.28684 0.0 0.0 0.0
H 0.49089 -3.18804 -4.37047 0.0 0.0 0.0
H -0.68118 -1.88022 -4.22955 -0.1 -0.1 0.0
H -2.31575 -3.49949 -3.16903 0.0 0.0 0.0
H -0.01690 -5.47949 -3.57251 0.0 0.0 0.0
H -1.59990 -5.52132 -4.34131 0.0 0.0 0.0
H -1.46278 -5.83888 -2.61583 0.0 0.0 -0.1
H -2.92965 -3.11168 -0.00291 0.0 0.0 0.0
H -1.87875 -5.96519 -0.37326 0.0 0.0 0.0
H -3.10536 -5.15527 -1.36610 0.0 -0.1 0.0
H -3.43755 -5.53553 0.32146 0.0 0.0 0.0
H -0.74405 -4.55135 1.59836 0.0 0.0 0.0
H -2.38805 -4.28325 2.17776 0.0 0.0 0.0
H -1.33205 -2.90119 1.86000 0.0 0.0 0.1
H 1.56614 -3.93567 0.15105 -0.1 0.0 -0.1
H 1.88396 -4.43010 -2.85398 0.0 0.0 0.0
H 3.15762 -4.61399 -1.64900 0.0 0.0 0.0
H 2.46685 -3.01436 -1.96372 0.0 -0.1 -0.1
H 0.43026 -6.24480 -1.50370 0.0 -0.1 0.1
H 0.25269 -6.00043 0.24226 0.0 -0.1 0.0
H 1.83443 -6.35504 -0.44647 0.0 0.0 0.0
```
Positions in Å, forces in eV/Å.

- ⟨S²⟩ = 6.012
- total charge = +1
- spin multiplicity = 5
- gap between HOMO and LUMO (spin up / spin down) (hartree) = 0.2649 / 0.2652
- LUMO (spin up / spin down) (eV) = -2.68 / -2.69
- energy relative to the best compared isomer or geometry (same formula, charge and spin) (eV) = 0.3228
- HOMO energy (spin up / spin down) (eV) = -9.88 / -9.91

Record 2
A molecular structure, C4H7NS2 at a distorted geometry, computed with wB97M-V/def2-TZVPD.

```
14
Properties=species:S:1:pos:R:3:forces:R:3
C -1.82931 -0.63412 -0.01488 1.1 1.0 0.6
C 0.49969 -0.07163 0.35517 0.3 -0.2 -0.3
C 0.59050 1.43303 -0.02479 -0.4 0.5 0.0
C 1.97709 -0.35928 0.07546 0.0 -0.2 -0.1
H -2.00601 -0.76628 1.05169 -0.1 0.0 0.1
H -2.10846 0.39691 -0.28411 -0.1 -0.1 0.0
H -2.42051 -1.31940 -0.54701 -1.0 -0.8 -0.7
H -0.26964 -0.97041 -1.31129 0.1 0.0 0.4
H 0.38503 -0.16356 1.43455 -0.2 0.0 0.2
H 0.13367 1.64071 -1.01282 0.3 0.0 0.6
H 0.24642 2.15496 0.74219 0.1 -0.4 -0.6
N -0.43134 -0.93907 -0.30361 0.0 0.1 -0.1
S 2.41285 1.32396 -0.13149 -0.1 -0.1 0.0
S 2.82002 -1.72585 -0.02905 -0.1 0.3 0.0
```
Positions in Å, forces in eV/Å.

- spin multiplicity = 1
- gap between HOMO and LUMO (hartree) = 0.3137
- LUMO (eV) = -0.03
- energy relative to the best compared isomer or geometry (same formula, charge and spin) (eV) = 0.7952
- HOMO energy (eV) = -8.57

Record 3
A molecular structure, C2H2Cl6F2V at a distorted geometry, computed with wB97M-V/def2-TZVPD.

```
13
Properties=species:S:1:pos:R:3:forces:R:3
V 1.22430 -0.21538 -0.21359 -0.2 0.1 0.0
F -0.09983 0.07923 1.20916 1.1 -0.2 -1.0
F 2.72192 -0.24859 -1.48213 -1.5 0.0 1.3
C -0.02058 -3.00994 1.94098 0.2 0.2 0.2
Cl 0.12870 -2.68013 0.19777 0.2 -0.2 -0.5
Cl 1.51812 -2.71967 2.73604 0.1 0.0 0.0
Cl -0.56648 -4.66023 2.17502 -0.1 0.1 0.0
H -0.73611 -2.29953 2.33624 -0.1 0.0 -0.1
C -0.89688 3.19885 -1.69130 -0.3 0.0 -0.4
Cl 0.54814 2.41650 -1.04219 0.4 0.1 0.2
Cl -2.01934 2.00845 -2.35186 0.1 0.1 0.1
Cl -0.39635 4.37881 -2.90114 -0.1 -0.1 -0.1
H -1.40561 3.75161 -0.91302 0.1 -0.2 0.2
```
Positions in Å, forces in eV/Å.

- ⟨S²⟩ = 3.755
- spin multiplicity = 4
- gap between HOMO and LUMO (spin up / spin down) (hartree) = 0.3234 / 0.4113
- LUMO (spin up / spin down) (eV) = -0.23 / -0.42
- energy relative to the best compared isomer or geometry (same formula, charge and spin) (eV) = 0.2284
- HOMO energy (spin up / spin down) (eV) = -9.03 / -11.61

Record 4
A molecular structure, C11H24AlF2NO14PS2 at a distorted geometry, computed with wB97M-V/def2-TZVPD.

```
56
Properties=species:S:1:pos:R:3:forces:R:3
Al -12.71704 -5.14428 -17.84581 -1.3 -1.4 -0.2
O -14.63818 -1.90993 -21.00244 0.2 -1.2 1.5
C -14.25739 -2.86167 -20.15896 0.7 0.6 -1.3
O -13.39763 -2.61616 -19.28620 1.2 -0.4 1.9
O -14.59460 -4.04048 -20.27150 -0.5 -0.5 0.2
H -15.26814 -2.50797 -21.41122 -1.3 0.6 -1.7
N -13.05201 -6.62158 -15.36681 0.4 -2.6 -0.6
S -13.21308 -6.20003 -13.89037 -3.0 6.3 6.8
O -12.06032 -5.75230 -13.14669 -0.8 -0.6 -1.7
O -14.27407 -6.78454 -13.06665 1.9 -1.6 -1.5
F -14.07486 -4.92985 -14.24472 0.7 1.6 -0.7
S -12.77563 -8.19890 -14.90019 1.6 -6.6 -3.5
O -13.95436 -9.05512 -14.96320 1.6 2.2 0.1
O -11.75839 -8.50224 -13.93317 -1.4 1.4 -0.1
F -11.95202 -8.56362 -16.24845 -0.9 0.4 0.4
C -15.00429 -9.30104 -22.96668 1.0 -1.3 0.0
C -13.63106 -9.58563 -22.32425 -0.6 -0.7 -1.6
O -13.56053 -8.63783 -21.30527 1.3 0.7 4.4
P -13.04148 -8.99210 -19.80938 -0.8 -1.0 0.1
O -12.80443 -7.78874 -18.93410 0.5 -0.1 -1.0
O -14.30681 -9.81184 -19.12949 1.7 2.2 -4.8
C -14.25588 -10.43458 -17.92634 1.9 -0.8 3.0
C -15.05243 -11.70624 -17.94764 -0.1 0.8 0.3
O -11.79846 -10.09002 -19.97335 -6.4 1.2 -1.0
C -10.47692 -9.80850 -20.05283 3.4 0.1 2.7
C -10.07348 -10.35437 -18.62238 1.0 0.3 -0.8
H -14.82744 -8.39895 -23.55239 -0.9 0.0 0.0
H -15.32705 -10.16232 -23.55158 0.2 0.2 -0.6
H -15.77126 -9.26617 -22.19296 0.2 0.7 0.1
H -13.45263 -10.61704 -22.02018 -0.4 0.0 0.5
H -12.79576 -9.34849 -22.98313 -0.2 -0.1 -0.4
H -13.21417 -10.55666 -17.62962 0.3 -0.5 0.0
H -14.61827 -9.75906 -17.15146 -0.4 0.0 0.0
H -14.97846 -12.18523 -16.97132 -0.3 0.0 0.0
H -16.02695 -11.24351 -18.10340 -0.6 -1.2 -0.1
H -14.74975 -12.41458 -18.71884 -0.1 0.2 -0.1
H -9.91213 -10.32979 -20.82574 -0.7 -0.3 -0.3
H -10.27033 -8.74934 -20.20647 0.0 0.1 0.3
H -9.01278 -10.39163 -18.37413 0.1 0.5 -0.2
H -10.61809 -9.77556 -17.87641 0.1 -0.1 0.0
H -10.37978 -11.39887 -18.56491 -0.3 0.1 -0.1
C -18.96403 -8.40132 -19.00634 -0.2 0.0 -0.8
C -17.55521 -8.59009 -19.46364 0.6 -0.8 -0.1
O -16.67844 -7.50631 -19.17620 2.4 1.6 0.9
C -16.14800 -7.25032 -17.96999 -3.3 -0.8 -0.3
O -15.34721 -6.41727 -17.67084 2.6 1.8 -0.5
O -16.84415 -7.86499 -17.04466 -0.2 -1.2 0.3
C -16.70878 -7.60893 -15.65401 0.1 0.1 1.3
H -19.53493 -9.21608 -19.45171 -0.1 -0.2 0.3
H -19.39463 -7.50958 -19.46183 0.0 0.3 0.5
H -18.97197 -8.44915 -17.91742 -0.5 0.2 -0.2
H -17.36481 -8.63976 -20.53573 -0.7 -0.4 0.0
H -17.18767 -9.50810 -19.00509 0.4 0.0 -0.1
H -15.87331 -6.98267 -15.34114 0.1 0.0 -0.6
H -16.59559 -8.55455 -15.12383 -0.1 0.0 -0.3
H -17.62090 -7.12233 -15.30857 -0.1 -0.1 -0.2
```
Positions in Å, forces in eV/Å.

- total charge = +1
- spin multiplicity = 1
- gap between HOMO and LUMO (hartree) = 0.1032
- LUMO (eV) = -10.42
- HOMO energy (eV) = -13.23